(1)
7 unconnected molecules or ions with the total composition C26H35BF7O22, computed with ωB97M-V/def2-TZVPD.

The geometry in ORCA input format:
```
! wB97M-V def2-TZVPD RIJCOSX def2/J DEFGRID3
* xyz -1 1
C -1.42 -3.77 -3.69
C -0.44 -2.60 -3.48
C -0.48 -1.55 -4.59
F -0.53 -2.26 -5.83
B 0.78 -0.47 -4.62
C 0.49 0.93 -3.78
C 1.22 1.19 -2.47
C 1.33 0.02 -1.48
O 0.55 2.31 -1.81
O 1.01 -0.08 -6.06
C 2.14 -0.75 -6.53
C 2.95 -1.18 -5.30
O 3.46 -2.50 -5.45
O 2.07 -1.12 -4.23
H -1.23 -4.57 -2.95
H -2.46 -3.44 -3.56
H -1.33 -4.19 -4.69
H -0.73 -2.09 -2.55
H 0.58 -2.97 -3.36
H -1.44 -1.02 -4.53
H 0.79 1.72 -4.48
H -0.59 1.09 -3.59
H 2.23 1.55 -2.71
H 2.21 -0.59 -1.70
H 1.42 0.38 -0.45
H 0.45 -0.63 -1.55
H 0.78 2.26 -0.88
H 1.87 -1.66 -7.09
H 2.73 -0.11 -7.19
H 3.81 -0.51 -5.11
H 3.16 -2.95 -4.66
C -1.99 5.47 -2.57
C -1.04 5.10 -1.45
O -1.88 5.22 -0.30
C -3.17 5.03 -0.70
O -4.08 4.86 0.05
O -3.26 5.07 -2.04
F -0.02 5.98 -1.33
H -1.99 6.55 -2.73
H -1.80 4.94 -3.50
H -0.64 4.08 -1.51
C 2.90 -4.41 1.06
C 3.80 -3.43 0.33
O 3.08 -2.22 0.40
C 2.23 -2.29 1.45
O 1.62 -1.37 1.88
O 2.20 -3.54 1.96
F 4.03 -3.77 -0.96
H 2.18 -4.87 0.39
H 3.44 -5.16 1.62
H 4.77 -3.27 0.82
C 0.54 0.79 3.99
C -0.88 1.32 3.85
O -0.81 2.53 4.59
C 0.48 2.96 4.60
O 0.81 4.04 4.96
O 1.29 1.99 4.15
F -1.80 0.51 4.43
H 0.62 0.19 4.90
H 0.89 0.22 3.13
H -1.20 1.54 2.83
C 2.80 -7.86 -3.34
C 3.01 -6.59 -4.14
O 2.09 -5.71 -3.55
C 1.84 -6.12 -2.28
O 1.27 -5.47 -1.47
O 2.35 -7.36 -2.08
F 2.72 -6.76 -5.44
H 2.01 -8.46 -3.80
H 3.70 -8.46 -3.19
H 4.01 -6.15 -4.06
C -3.24 0.52 7.13
C -2.38 0.30 8.36
O -3.25 0.63 9.41
C -4.53 0.45 8.98
O -5.48 0.43 9.69
O -4.55 0.27 7.64
F -1.30 1.12 8.39
H -3.16 1.56 6.80
H -3.03 -0.15 6.30
H -2.03 -0.73 8.49
C -1.91 5.73 3.68
C -3.32 5.40 3.23
O -4.11 6.10 4.18
C -3.38 7.14 4.67
O -3.82 8.03 5.31
O -2.09 7.01 4.30
F -3.59 4.08 3.30
H -1.58 5.01 4.43
H -1.18 5.80 2.88
H -3.57 5.75 2.23
*
```

Electronic energy: -92278.0469 eV
Highest occupied orbital energy: -4.9 eV

(2)
A single C4H8N2 molecule, computed with ωB97M-V/def2-TZVPD.

The geometry in ORCA input format:
```
! wB97M-V def2-TZVPD RIJCOSX def2/J DEFGRID3
* xyz 0 1
C 1.31 -1.23 -0.21
C 0.35 -0.21 -0.80
C -0.27 0.75 0.23
N -1.36 1.50 -0.38
C -0.68 0.03 1.47
N -1.02 -0.51 2.43
H 0.79 -1.95 0.42
H 2.08 -0.75 0.40
H 1.81 -1.78 -1.01
H 0.84 0.42 -1.54
H -0.47 -0.72 -1.33
H 0.49 1.47 0.53
H -2.12 0.86 -0.61
H -1.74 2.18 0.27
*
```

Electronic energy: -7257.6578 eV
Highest occupied orbital energy: -10.4 eV

(3)
A molecular structure, C38H51BIrN8O6S5, computed with ωB97M-V/def2-TZVPD.

The geometry in ORCA input format:
```
! wB97M-V def2-TZVPD RIJCOSX def2/J DEFGRID3
* xyz 0 2
Ir 0.23 -0.98 0.34
C -3.79 2.30 -4.57
C -2.46 1.61 -4.86
C -2.06 1.90 -6.31
C -2.59 0.09 -4.67
N -1.42 2.08 -3.94
C -0.16 2.51 -4.31
C 0.55 2.70 -3.18
N -0.23 2.38 -2.11
B 0.23 2.26 -0.65
N -0.35 3.41 0.19
C -1.35 4.24 -0.23
C -1.98 4.73 0.86
N -1.38 4.21 1.98
C -0.34 3.43 1.55
S 0.89 2.76 2.47
C -1.91 4.35 3.34
C -1.23 5.55 4.01
C -1.65 3.06 4.13
C -3.42 4.57 3.25
N 1.76 2.23 -0.61
C 2.61 3.17 -0.11
C 3.86 2.65 -0.14
N 3.79 1.38 -0.66
C 2.48 1.14 -0.94
S 1.78 -0.18 -1.74
C 4.98 0.53 -0.77
C 4.63 -0.90 -1.18
C 5.65 0.47 0.61
C 5.92 1.15 -1.81
C -1.44 2.00 -2.58
S -2.73 1.58 -1.59
H -4.54 1.94 -5.26
H -3.70 3.38 -4.68
H -4.12 2.09 -3.56
H -2.86 1.59 -6.97
H -1.16 1.35 -6.59
H -1.90 2.97 -6.46
H -3.31 -0.31 -5.37
H -2.92 -0.14 -3.66
H -1.63 -0.39 -4.83
H 0.13 2.66 -5.33
H 1.57 3.03 -3.07
H -0.18 1.20 -0.18
H -1.55 4.41 -1.27
H -2.80 5.41 0.90
H -0.16 5.37 4.10
H -1.64 5.71 5.00
H -1.38 6.45 3.42
H -0.61 3.02 4.45
H -1.85 2.20 3.51
H -2.29 3.03 5.00
H -3.66 5.57 2.90
H -3.86 4.46 4.24
H -3.87 3.83 2.60
H 2.27 4.11 0.25
H 4.78 3.10 0.17
H 3.87 -1.31 -0.53
H 5.52 -1.52 -1.09
H 4.27 -0.95 -2.20
H 4.96 0.03 1.33
H 5.95 1.45 0.96
H 6.53 -0.16 0.55
H 5.41 1.23 -2.77
H 6.79 0.52 -1.93
H 6.25 2.14 -1.51
N 2.03 -1.96 3.27
C 2.43 -0.77 2.81
N 3.35 -0.10 3.58
O 2.10 -0.30 1.73
H 2.24 -2.28 4.20
H 1.26 -2.41 2.80
H 3.44 -0.35 4.55
H 3.46 0.88 3.37
C -3.57 -2.62 -2.38
C -3.77 -1.91 -1.21
C -2.68 -1.42 -0.50
C -1.37 -1.63 -0.93
C -1.20 -2.33 -2.12
C -2.28 -2.83 -2.83
H -4.41 -2.98 -2.95
H -4.77 -1.72 -0.84
H -2.87 -0.87 0.41
H -0.20 -2.50 -2.51
H -2.11 -3.41 -3.73
C 2.02 -4.26 -3.46
O 2.23 -3.56 -2.25
C 1.53 -3.95 -1.19
S 0.51 -5.26 -1.14
S 1.77 -3.06 0.24
H 2.56 -3.70 -4.23
H 0.96 -4.30 -3.71
H 2.41 -5.28 -3.39
O -0.58 -2.24 2.26
C -1.08 -1.22 2.80
O -0.98 -0.08 2.28
C -1.81 -1.43 4.09
C -1.70 -0.56 5.17
C -2.36 -0.82 6.37
C -3.14 -1.95 6.44
O -3.88 -2.44 7.48
C -4.44 -3.65 7.02
O -4.06 -3.87 5.68
C -3.24 -2.83 5.35
C -2.58 -2.60 4.17
H -1.07 0.31 5.07
H -2.28 -0.15 7.22
H -5.54 -3.60 7.09
H -4.08 -4.48 7.65
H -2.63 -3.27 3.34
*
```

Electronic energy: -122133.1808 eV
Highest occupied orbital energy (alpha / beta): -6.5 / -6.5 eV
Expectation value of S²: 0.937

(4)
2 unconnected molecules or ions with the total composition C5H9NS2, computed with ωB97M-V/def2-TZVPD.

The geometry in ORCA input format:
```
! wB97M-V def2-TZVPD RIJCOSX def2/J DEFGRID3
* xyz 0 3
C 1.69 -1.62 0.58
C 0.24 0.32 0.52
C 4.24 -0.63 -0.08
C -4.51 1.23 -0.55
C 1.42 -0.25 0.28
N 1.59 -2.73 0.82
S 2.84 0.67 -0.42
S -2.90 0.49 -0.15
H -0.56 -0.19 1.02
H -3.00 -0.78 -0.49
H -0.05 1.36 0.07
H 4.68 -0.71 -1.06
H 3.77 -1.54 0.31
H 4.94 -0.02 0.57
H -4.48 1.89 -1.42
H -4.56 1.92 0.30
H -5.34 0.58 -0.29
*
```

Electronic energy: -28485.8290 eV
Highest occupied orbital energy (alpha / beta): -5.8 / -9.2 eV
Expectation value of S²: 2.014

(5)
A molecular structure, C46H45MnNO4PS, computed with ωB97M-V/def2-TZVPD.

The geometry in ORCA input format:
```
! wB97M-V def2-TZVPD RIJCOSX def2/J DEFGRID3
* xyz -1 2
Mn 0.73 0.06 0.26
C -0.63 -3.53 1.41
C 0.69 -4.19 1.67
C 0.72 -5.55 2.00
C 1.91 -6.21 2.24
C 3.11 -5.52 2.16
C 3.09 -4.17 1.83
C 1.90 -3.49 1.59
P 1.99 -1.70 1.13
C 3.49 -1.81 0.05
C 4.63 -1.06 0.34
C 5.72 -1.06 -0.52
C 5.68 -1.82 -1.68
C 4.55 -2.57 -1.96
C 3.45 -2.59 -1.12
C 2.28 -3.47 -1.46
C 2.62 -0.95 2.67
C 2.97 -1.61 3.84
C 3.28 -0.89 4.99
C 3.25 0.50 4.95
C 2.91 1.16 3.78
C 2.59 0.45 2.62
C 2.15 1.09 1.35
H -1.44 -4.26 1.43
H -0.65 -3.04 0.43
H -0.85 -2.77 2.15
H -0.22 -6.09 2.05
H 1.90 -7.27 2.48
H 4.05 -6.02 2.34
H 4.03 -3.63 1.75
H 4.66 -0.47 1.25
H 6.59 -0.47 -0.28
H 6.52 -1.82 -2.36
H 4.52 -3.17 -2.87
H 2.35 -4.43 -0.93
H 2.25 -3.68 -2.52
H 1.33 -3.02 -1.18
H 2.96 -2.69 3.88
H 3.53 -1.41 5.90
H 3.48 1.07 5.84
H 2.88 2.24 3.76
H 2.99 1.18 0.65
H 1.81 2.12 1.54
C 0.73 -1.99 -4.44
C -0.31 -1.13 -3.75
C -1.63 -1.13 -4.51
O 0.16 0.22 -3.68
C -0.54 -1.66 -2.31
O -1.14 -2.72 -2.16
O -0.07 -0.92 -1.38
H 0.87 -1.64 -5.47
H 0.41 -3.04 -4.46
H 1.69 -1.92 -3.92
H -1.46 -0.76 -5.53
H -2.36 -0.49 -4.02
H -2.03 -2.14 -4.56
H 0.55 0.26 -2.79
O 0.44 1.91 -0.73
S -0.46 2.50 -1.80
C -2.12 1.82 -1.53
C -2.96 2.38 -0.42
C -4.30 2.65 -0.65
C -5.11 3.13 0.36
C -4.59 3.38 1.62
C -3.24 3.12 1.86
C -2.43 2.62 0.85
C -0.66 4.23 -1.31
C -1.68 4.91 -2.18
C -2.86 5.40 -1.64
C -3.81 6.01 -2.45
C -3.59 6.12 -3.81
C -2.41 5.62 -4.37
C -1.46 5.03 -3.55
H -1.87 0.76 -1.36
H -2.63 1.90 -2.49
H -4.71 2.46 -1.64
H -6.16 3.32 0.16
H -5.22 3.74 2.41
H -2.83 3.28 2.85
H -1.40 2.37 1.06
H 0.34 4.64 -1.44
H -0.93 4.28 -0.25
H -3.04 5.30 -0.57
H -4.72 6.39 -2.01
H -4.33 6.58 -4.45
H -2.24 5.70 -5.43
H -0.55 4.64 -3.99
N -5.25 0.17 4.61
C -4.30 0.07 3.97
C -3.11 -0.03 3.17
C -1.89 0.43 3.67
C -0.76 0.39 2.87
C -0.77 -0.11 1.54
C -2.02 -0.59 1.10
C -3.16 -0.56 1.88
H -1.84 0.82 4.67
H 0.17 0.76 3.28
H -2.10 -1.03 0.11
H -4.11 -0.93 1.49
*
```

Electronic energy: -109558.2429 eV
Highest occupied orbital energy (alpha / beta): -4.7 / -3.9 eV
Expectation value of S²: 0.805

(6)
8 unconnected molecules or ions with the total composition C36H52F3N2O31PS9, computed with ωB97M-V/def2-TZVPD.

The geometry in ORCA input format:
```
! wB97M-V def2-TZVPD RIJCOSX def2/J DEFGRID3
* xyz 0 1
N 2.04 1.32 0.25
P 3.03 2.07 -0.72
C 2.88 1.26 -2.40
C 1.90 1.81 -3.30
C 1.02 3.02 -2.95
C -0.48 2.86 -3.29
C -1.14 1.59 -2.63
S -2.60 1.17 -3.66
C -3.96 0.79 -2.55
S -4.09 1.75 -1.18
N -4.91 -0.21 -2.77
C -4.44 -1.26 -3.69
C -3.57 -2.37 -2.99
O -3.07 -1.99 -1.71
C -4.10 -1.59 -0.81
C -5.32 -0.91 -1.54
C 1.77 1.20 -4.59
C 2.58 0.11 -4.95
C 3.58 -0.46 -4.07
C 3.71 0.15 -2.78
C 4.76 -0.37 -1.78
C 4.16 -1.40 -0.74
C 5.34 -2.25 -0.25
F 6.04 -1.70 0.81
C 5.73 -3.44 -0.80
F 6.82 -3.51 -1.61
F 5.12 -4.61 -0.58
C 4.42 -1.63 -4.56
O 5.12 -2.33 -3.87
C 4.33 -1.97 -6.06
C 3.40 -1.44 -6.86
C 2.38 -0.42 -6.38
O 1.50 -0.05 -7.11
H 2.54 0.91 1.04
H 2.68 3.44 -0.79
H 4.35 2.01 -0.22
H 1.13 3.37 -1.90
H 1.40 3.87 -3.57
H -0.71 2.83 -4.37
H -1.01 3.74 -2.86
H -1.43 1.87 -1.59
H -0.42 0.75 -2.60
H -3.96 -0.88 -4.61
H -5.36 -1.79 -4.05
H -4.22 -3.26 -2.82
H -2.74 -2.67 -3.65
H -3.69 -0.92 -0.04
H -4.50 -2.54 -0.35
H -5.97 -1.76 -1.88
H -5.95 -0.31 -0.86
H 1.05 1.61 -5.31
H 5.18 0.50 -1.23
H 5.63 -0.86 -2.27
H 3.38 -2.04 -1.21
H 3.73 -0.81 0.10
H 5.02 -2.70 -6.53
H 3.36 -1.74 -7.92
C 0.66 0.02 4.36
C 1.51 -0.69 5.40
O 2.81 -0.77 4.81
S 3.05 0.52 3.88
O 3.78 1.49 4.63
O 3.46 0.08 2.60
O 1.52 1.01 3.80
H 0.36 -0.66 3.56
H -0.22 0.48 4.79
H 1.13 -1.68 5.63
H 1.58 -0.10 6.32
C 4.49 2.97 7.02
C 5.62 3.95 6.82
O 5.28 5.07 7.65
S 4.49 4.55 8.95
O 5.41 4.43 10.02
O 3.28 5.28 9.05
O 4.16 3.07 8.41
H 3.62 3.25 6.43
H 4.78 1.95 6.77
H 5.73 4.26 5.78
H 6.57 3.55 7.17
C -9.53 -3.18 -4.14
C -9.83 -3.30 -2.66
O -8.96 -4.33 -2.19
S -7.59 -4.30 -3.04
O -6.62 -3.57 -2.29
O -7.35 -5.60 -3.54
O -8.11 -3.36 -4.24
H -10.01 -3.97 -4.71
H -9.82 -2.21 -4.54
H -10.87 -3.56 -2.47
H -9.58 -2.38 -2.12
C 9.86 1.39 -0.93
C 9.72 1.91 -2.35
O 8.32 2.14 -2.51
S 7.69 2.60 -1.09
O 7.61 4.01 -1.08
O 6.58 1.76 -0.81
O 8.93 2.16 -0.16
H 9.59 0.34 -0.86
H 10.87 1.53 -0.54
H 10.07 1.19 -3.09
H 10.24 2.86 -2.48
C -7.88 -10.64 -2.14
C -7.78 -9.55 -1.09
O -6.95 -8.55 -1.68
S -7.19 -8.52 -3.27
O -8.11 -7.49 -3.57
O -5.93 -8.63 -3.92
O -7.96 -9.95 -3.39
H -6.98 -11.26 -2.15
H -8.75 -11.27 -2.00
H -7.34 -9.91 -0.16
H -8.76 -9.11 -0.88
C 2.06 6.21 6.01
C 0.57 6.02 5.88
O 0.33 5.96 4.47
S 1.59 5.27 3.74
O 1.31 3.90 3.54
O 2.03 6.12 2.69
O 2.63 5.39 4.98
H 2.35 7.25 5.82
H 2.43 5.90 6.98
H 0.01 6.84 6.32
H 0.24 5.08 6.32
C -4.57 2.07 2.39
C -4.81 3.52 2.75
O -5.05 3.52 4.16
S -4.20 2.34 4.84
O -3.00 2.89 5.37
O -5.07 1.54 5.62
O -3.83 1.54 3.50
H -5.51 1.52 2.32
H -4.01 1.96 1.47
H -5.65 3.95 2.21
H -3.92 4.13 2.56
*
```

Electronic energy: -219571.9722 eV
Highest occupied orbital energy: -7.5 eV

Values of largest force on an atom, in order: 0.60 1.12 2.80 9.81 0.53 3.51, all in eV/A.